(1)
Entry from OMol25: a structure of composition C46H59CaN4 at a distorted geometry (ωB97M-V/def2-TZVPD).

Summary:
Charge ... -1
Molecular weight ... 708.08 g mol⁻¹
2S+1 ... 1
LUMO ... 2.026 eV

Geometry (Å):
H 0.327 5.779 0.958
C -2.074 -3.970 0.286
C -1.599 -2.803 -0.440
H -2.710 0.586 -6.144
C -1.204 -1.553 -2.563
H -4.017 1.026 5.062
H -0.002 3.906 2.238
H 1.083 6.242 -0.565
C 2.451 5.434 0.885
H -4.024 -0.350 6.170
H -1.417 4.008 4.077
C 2.749 0.050 -0.938
C 0.691 4.162 -0.378
H -1.747 -2.009 3.762
H -3.830 -0.603 4.430
H 3.380 -1.717 -3.143
C -1.094 3.145 4.666
C 3.223 1.071 -1.928
H -3.916 -3.112 3.527
C -1.524 -2.281 1.681
N -0.068 2.005 -0.538
C 2.158 -1.965 -0.052
H 2.969 -0.798 3.041
C -1.226 -0.145 2.932
H 2.649 1.008 -2.855
C -1.424 -6.187 -0.717
H 0.652 5.999 -4.320
H -0.862 -6.493 0.164
H 2.721 6.414 1.280
H -1.727 -4.300 3.616
C -1.439 0.657 4.123
H -1.410 -3.472 -4.655
H -4.132 -4.779 4.076
C -0.603 0.402 -5.678
C -1.790 -2.488 -4.946
C 0.803 3.783 -1.685
C 2.235 -1.379 2.475
C -2.006 -3.650 1.612
C 1.075 5.480 0.219
H -4.536 -4.324 2.412
H -1.812 -7.080 -1.210
H -3.225 -5.760 0.387
H -0.153 6.144 -2.752
H 1.020 3.579 4.488
H 2.193 -2.923 -2.626
H -1.669 1.675 -7.071
C 0.285 2.431 -1.770
H 3.121 2.083 -1.535
C -2.413 -4.482 2.785
C 1.900 -3.435 0.128
H 0.253 4.326 5.895
C 2.435 -1.289 -1.253
H -2.348 -5.544 2.532
H -3.725 -1.589 -5.330
C -1.828 1.221 -6.093
C -1.578 -2.672 -1.825
N -1.266 -1.828 0.434
H 0.367 2.209 -3.869
H 1.656 -1.365 -3.256
H 2.783 -3.937 0.550
H -3.165 -5.021 -1.212
C 0.098 1.709 -2.945
H -3.677 -3.335 -5.608
C 1.346 4.588 -2.823
Ca 0.071 -0.126 -0.004
C 0.283 3.432 5.273
C 3.027 1.426 1.253
H 1.671 -3.913 -0.824
C 2.305 -1.046 1.009
H -1.818 0.853 6.216
H -0.741 -5.684 -1.398
H 1.060 -3.610 0.803
H -1.820 3.007 5.472
H 2.447 -2.438 2.634
C 2.416 -1.855 -2.642
C 2.663 0.205 0.460
H 2.324 1.586 2.073
H 3.215 5.135 0.167
C -1.482 -1.512 2.838
H 4.281 0.915 -2.181
C -3.576 0.051 5.260
H 2.454 4.715 1.701
H -1.921 -3.528 -2.392
C -1.069 1.932 3.795
H 0.272 1.056 -5.675
C -3.322 -2.530 -4.961
H -1.429 -2.282 -5.958
C -0.431 0.428 -3.068
C -0.150 2.982 1.690
H 0.606 2.593 5.886
H -0.559 4.807 -3.819
C -1.267 -1.444 -4.011
C -3.840 -4.156 3.231
C -2.054 0.169 5.397
C -2.569 -5.248 -0.322
N -0.759 0.633 1.932
C -0.633 1.893 2.411
H -1.643 -0.808 5.665
H 4.033 1.340 1.684
H -2.019 2.009 -5.368
C -0.768 -0.213 -4.326
H 1.780 3.920 -3.569
C 0.255 5.439 -3.473
H -3.710 -2.690 -3.957
H 1.245 -1.168 2.895
H 2.148 5.238 -2.467
H 3.012 2.313 0.620
C 0.149 3.017 0.332
N -0.714 -0.406 -2.042
H -0.428 -0.377 -6.425

***

(2)
Entry from OMol25: a structure of composition C46H59FFeGe2N5O3S at a distorted geometry (ωB97M-V/def2-TZVPD).

Summary:
Charge ... +1
Molecular weight ... 982.14 g mol⁻¹
2S+1 ... 5
LUMO (spin up / spin down) ... -3.414 / -3.414 eV
Energy relative to the best compared isomer or geometry (same formula, charge and spin) ... 5.5 kcal per mole

Geometry (Å):
H 0.422 -1.897 -2.045
C 3.145 -2.534 -0.352
H 3.389 0.274 -2.973
H -4.102 3.514 3.999
H 5.505 2.399 -0.727
H -2.804 6.444 1.341
H -2.032 0.446 3.447
C -1.496 -7.016 -3.897
C 5.070 2.749 -1.646
C -1.115 -4.866 -2.641
H -2.395 -6.479 -4.205
H -5.008 -4.281 -2.768
C -1.684 -2.203 -1.894
H -0.999 2.606 2.036
H 2.342 -1.094 0.935
O -4.633 1.127 -0.101
C 0.454 -8.272 -2.382
H -6.051 -2.985 -2.098
C 0.874 2.481 -0.313
C 2.830 -0.173 -0.939
C 5.329 3.663 -3.850
H -1.878 -9.220 -3.906
C 4.933 1.181 3.067
H 0.180 0.169 6.871
C -2.408 8.335 0.418
H 3.090 -3.316 0.410
H -2.800 6.054 -1.009
H 1.589 -0.552 4.808
H -5.651 -3.865 0.212
H -1.025 -9.579 -1.701
H 1.486 5.305 0.023
N -0.788 -6.226 -2.863
C -3.142 3.028 3.817
H -3.416 8.387 -0.002
Ge 0.480 4.228 0.448
H 3.607 3.760 -5.049
N -1.391 -0.019 4.075
H 1.290 3.930 2.900
C -0.119 -3.845 -2.576
H 4.050 -3.779 -1.864
C 3.678 2.640 -1.816
H -2.033 4.003 0.056
H -2.410 -0.548 5.855
C 3.687 -2.796 -1.604
H 0.730 -6.282 -1.473
H -2.923 -8.318 -2.802
C 3.722 -1.787 -2.549
O -2.560 1.075 0.666
C 2.733 -1.231 -0.037
C 5.887 3.305 -2.639
H -1.092 6.905 1.372
C -1.905 -8.345 -3.243
C -2.000 6.889 0.756
H 6.952 3.341 -2.513
C -1.846 -0.875 -1.317
H 4.591 4.496 3.411
H -6.392 -5.061 -0.807
C 0.534 -6.705 -2.464
H -1.725 8.782 -0.313
C 4.241 1.001 1.886
C -0.779 3.301 2.858
C 4.465 3.532 2.972
C 3.975 3.527 -4.066
H -1.964 4.831 3.798
H -3.208 -5.173 -2.401
Ge 2.636 1.738 -0.432
C -1.807 6.096 -0.542
C 0.348 4.250 2.427
N -4.014 -2.719 -1.766
H -2.416 9.003 1.276
C -3.184 -0.581 -0.927
C 3.292 -0.494 -2.234
C 3.613 2.028 1.218
S 0.588 -0.173 2.216
C -3.530 0.640 -0.071
C -1.562 0.052 5.513
H -0.285 -1.492 6.393
C 3.775 3.306 1.777
H -1.239 -8.011 -1.297
C 5.037 2.448 3.614
H 2.109 2.919 -3.256
H 0.167 5.268 2.736
H -4.630 -5.158 -0.422
C -1.257 4.677 -0.360
H -1.164 4.254 -1.374
H 3.341 4.183 1.293
C -0.105 -0.165 3.738
H -2.772 2.692 4.778
H -0.900 -7.212 -4.803
C -2.127 3.971 3.154
H 1.117 -8.651 -1.620
H 5.989 4.071 -4.631
C -5.471 -4.489 -0.657
F 1.158 -4.145 -2.923
O -0.848 -0.127 -1.181
H 0.702 -8.738 -3.324
C -0.216 -0.460 6.054
H 4.106 -1.995 -3.553
N 0.615 -0.291 4.856
N -0.956 -8.612 -2.075
H 0.544 2.597 -1.362
C -2.420 -4.430 -2.396
C -0.374 -2.595 -2.161
C -4.170 -1.507 -1.185
H 5.367 0.319 3.567
H -1.116 6.620 -1.206
Fe -0.558 1.182 0.439
C 3.163 3.034 -3.038
H -3.308 2.118 3.237
H -5.173 -1.317 -0.845
H 1.366 -6.413 -3.099
C -2.725 -3.110 -2.053
H -1.791 1.076 5.813
H 5.598 2.596 4.535
H 4.184 -0.021 1.517
H -2.573 4.310 2.197
H -0.439 2.719 3.741
C -5.173 -3.649 -1.883

***

(3)
Entry from OMol25: a structure of composition C46H59I2NOP2PtSi at a distorted geometry (ωB97M-V/def2-TZVPD).

Summary:
Charge ... 0
Molecular weight ... 1180.90 g mol⁻¹
2S+1 ... 1
LUMO ... 0.148 eV

Geometry (Å):
C -0.331 -0.418 -4.962
C -2.146 -0.355 2.957
C -1.315 4.239 -0.395
C -4.154 1.922 -1.678
H -2.690 2.644 -4.138
H 0.781 0.401 3.562
C 1.303 -4.105 -2.836
C 3.793 -1.328 -2.603
H -1.117 -1.178 -4.917
C -1.235 -1.403 3.118
H 2.409 0.003 6.131
C -1.441 -2.370 4.103
C -5.456 1.886 -1.206
H -3.926 0.538 3.771
P 0.252 -1.380 2.062
H 2.599 -2.010 3.962
H -6.710 1.459 0.482
C -0.220 0.263 -3.599
C 0.302 -2.263 -1.541
H 1.064 5.648 -0.204
C 3.746 0.707 3.050
H 1.210 -1.562 4.944
H -6.278 2.137 -1.864
I -1.596 -4.552 -2.043
H 0.157 1.320 -6.132
H -1.085 -3.960 1.935
H 1.070 -3.402 3.141
C -5.695 1.514 0.108
H -4.837 0.918 1.958
H -1.702 6.097 -1.417
C 1.729 -5.629 0.789
H 4.165 1.598 2.578
C -1.792 2.060 -4.340
H -2.195 2.079 -6.462
C -1.947 1.349 -5.688
C 2.247 -3.234 1.348
H -2.775 0.636 -5.626
C 2.478 -3.413 -2.997
H -0.255 -3.731 0.406
C 3.396 1.001 4.503
C 0.762 5.136 -2.273
H 4.267 1.405 5.022
H 0.634 0.951 -3.604
Si -1.804 0.996 1.648
H -1.071 2.465 3.566
C 2.776 0.357 -1.257
C -3.306 1.272 0.493
H 2.819 -0.489 1.510
H -2.322 0.297 -3.204
H 4.621 -1.703 -3.191
C 2.745 -4.678 1.419
Pt -0.164 0.260 0.163
C 2.511 0.237 2.264
C 0.413 5.953 -1.030
H 0.592 7.015 -1.217
C -0.114 -4.044 1.444
H 4.722 0.541 -2.162
C 0.914 -3.111 2.098
H -4.333 -1.219 5.421
N 1.688 -0.355 -1.073
H 2.084 -6.659 0.861
H 1.624 -5.387 -0.274
H 4.523 -0.063 3.021
H -1.274 6.294 0.280
C 1.419 -0.391 3.155
H -1.569 3.467 2.196
H 2.050 1.071 1.725
H -0.669 3.872 0.408
H -2.786 2.680 3.196
C 0.460 3.654 -2.052
C 1.579 -1.577 -1.667
H -2.352 4.087 -0.090
C -1.009 3.451 -1.666
H -3.987 2.192 -2.711
H -0.366 -6.131 0.975
H 2.098 -2.956 0.300
C -1.794 2.559 2.752
H -0.729 -3.171 4.257
H 1.087 3.263 -1.243
H 3.004 -2.565 1.762
C 2.930 -0.274 5.212
C 2.021 -1.162 4.330
H 2.813 1.325 -0.770
H 1.182 -5.088 -3.271
C -3.461 -1.273 4.782
H -0.030 -0.482 -2.832
C -2.557 -2.315 4.922
C -3.080 1.612 -0.844
H -0.951 2.755 -4.413
O -0.700 -1.715 -0.984
C -4.626 1.214 0.939
C -0.665 0.601 -6.048
C -3.236 -0.295 3.825
H -1.653 3.830 -2.466
C 0.246 -3.541 -2.129
C -1.506 1.027 -3.245
H 0.172 5.500 -3.121
P -1.367 1.641 -1.484
I 3.981 -4.288 -4.195
H -0.768 0.106 -7.016
H 2.609 1.760 4.545
H 0.447 -5.833 2.511
H 1.816 5.271 -2.527
H 0.706 3.089 -2.955
H 3.711 -4.766 0.917
C 3.852 -0.089 -2.031
C 2.642 -2.129 -2.439
C -1.043 5.727 -0.625
H 3.806 -0.857 5.505
H -2.712 -3.076 5.676
H 0.606 -0.930 -5.193
C 0.368 -5.493 1.472
H 2.897 -4.953 2.469

***

(4)
Entry from OMol25: a structure of composition C46H59O10P2S3Sc at a distorted geometry (ωB97M-V/def2-TZVPD).

Summary:
Charge ... -2
Molecular weight ... 975.07 g mol⁻¹
2S+1 ... 1
LUMO ... 3.603 eV
Energy relative to the best compared isomer or geometry (same formula, charge and spin) ... 26.3 kcal per mole

Geometry (Å):
H -2.146 4.210 4.788
H -0.761 0.661 5.252
H -5.395 2.090 0.677
H -4.485 -1.052 -6.562
H 1.741 3.034 1.989
H -2.797 5.502 0.991
H -3.104 3.025 5.699
H -4.327 0.767 1.224
S -4.346 -2.544 -4.635
H -1.361 3.173 5.994
H 1.087 3.133 5.092
C -4.385 1.675 0.617
H -0.232 4.813 2.486
H -2.705 4.987 2.677
H 5.068 -2.212 1.784
H -2.477 0.377 -5.602
C 0.398 -0.351 -1.378
C -0.113 -5.578 -3.504
C -1.833 -3.962 1.826
C -0.114 5.457 0.427
C -3.936 -1.213 -5.648
H 1.176 -5.474 -1.776
H 3.325 -2.032 2.086
C -0.585 -4.143 -1.754
C -5.040 0.346 -1.401
C 3.689 3.899 -4.012
C 5.463 -2.423 -3.652
H -1.860 -0.022 4.044
C -2.800 -2.928 -2.227
H 4.952 2.944 -5.464
C 0.288 -5.130 -2.287
C -1.886 2.140 4.177
Sc -1.526 -0.557 -0.278
O 1.923 0.925 3.995
H -0.457 -3.642 -0.805
C -4.010 1.333 -0.837
C -2.435 -1.019 -3.896
H -0.741 5.413 -0.464
H -4.096 2.272 -1.424
P 1.935 0.628 2.420
H 2.569 3.537 5.992
H -4.823 0.138 -2.450
H -4.959 -0.588 -0.844
H 4.487 -1.149 -0.525
C 3.860 -0.413 -0.019
C 1.965 2.725 5.586
H -1.997 6.544 2.195
C -1.634 -3.861 -2.569
C 2.779 1.909 4.594
H 3.533 0.422 5.939
H 4.558 0.705 4.522
C 3.901 1.505 -4.295
C -6.112 -4.701 -0.898
H -7.139 -4.804 -0.585
C 4.821 -3.652 -3.756
O -2.475 -2.119 -1.187
H 4.303 0.681 -4.867
H -3.673 2.401 1.012
H 5.307 -0.349 -3.222
C -3.882 -5.119 -1.330
H 4.497 -1.379 3.246
O -0.659 2.504 3.480
H -2.247 -4.688 2.524
H 2.268 4.507 -2.527
C 3.355 -1.278 -3.144
C 3.934 1.187 5.273
C -3.963 -3.841 -1.799
C 2.741 -2.555 -3.186
C -1.745 0.762 4.792
H 3.926 0.528 -0.568
C 1.387 -0.224 -2.099
C 2.984 1.229 -3.243
C -2.172 5.513 1.884
C 2.594 -0.090 -2.845
O -1.291 0.997 1.446
H 5.307 0.197 1.448
O -1.165 3.465 1.217
C -3.120 -2.122 -3.489
S -5.564 -3.228 -1.593
H -2.967 -5.693 -1.336
C 2.741 3.661 -3.019
C -2.903 -0.497 -5.130
H 1.641 2.222 -1.883
H 0.806 4.911 0.216
S -1.561 -4.800 -4.020
H 1.357 2.020 0.551
H -6.061 0.732 -1.318
O -1.969 -1.624 1.447
C -2.166 -2.543 2.303
H -2.519 0.615 5.547
H 1.677 -2.615 -2.990
O 3.501 0.774 2.096
C 1.236 2.139 1.632
H 0.350 -6.309 -4.148
C 4.298 -1.554 2.186
H 2.825 -0.756 -0.061
C 4.303 -0.238 1.417
H -1.638 -0.591 -3.301
H 4.540 1.888 5.849
H 3.965 4.907 -4.301
H -2.703 2.139 3.448
O -2.595 -2.388 3.450
H 1.634 2.080 6.403
O 1.273 -0.627 2.106
C 4.243 2.793 -4.655
C -0.857 4.810 1.585
H -0.749 -4.083 1.773
H 5.373 -4.549 -4.015
C 4.759 -1.274 -3.345
H -2.248 -4.107 0.828
C 2.396 2.378 -2.646
C 3.453 -3.696 -3.497
H 3.181 2.566 3.815
H 0.128 6.497 0.651
C -5.111 -5.616 -0.822
P -0.564 2.166 1.923
C -2.138 3.211 5.229
O -2.730 0.848 -0.941
H 6.537 -2.363 -3.811
H 2.937 -4.647 -3.559
H -5.226 -6.609 -0.409